ORCA calculation (ωB97M-V with the def2-TZVPD basis set) on 2 unconnected molecules or ions with the total composition C6H9N3 in a non-equilibrium geometry.

```
18
C6H9N3 (ωB97M-V with the def2-TZVPD basis set)
C -2.9619 -1.0238 -0.9457
C -2.4993 0.7660 0.0541
C 0.4274 0.3573 -0.7970
C 1.3404 -0.8775 -0.5588
C 1.1130 0.2879 0.3767
C 1.4200 0.8228 1.6653
N -2.7578 0.2392 -1.1821
N -2.7907 -1.3283 0.3487
N -2.5556 -0.1685 0.9855
H -2.9853 -1.7401 -1.6938
H -2.1508 1.7236 0.2501
H -0.2124 0.8412 -1.3934
H -2.9571 -2.1948 0.7752
H 0.8758 -1.8607 -0.3325
H 2.3273 -1.0208 -1.1415
H 2.5974 0.7194 1.6480
H 0.9978 0.1597 2.4999
H 1.2739 1.9470 1.8595
```

Properties
calculated total energy: -10834.2601 eV
gap between HOMO and LUMO: 9.5 eV
energy relative to the best compared isomer or geometry (same formula, charge and spin): 77.64 kcal per mole
2S+1: 1
HOMO level: -0.3154 hartree
net charge: 0
structure (SMILES): c1nc[nH]n1.CC1=CC1